Here is C32H30F5N6NdO8STe as an isolated structure in a non-equilibrium geometry from the Open Molecules 2025 dataset. Energies are from wB97M-V/def2-TZVPD.

Summary:
ΔE to the lowest compared entry with this formula, charge and spin in kcal per mole: 58.47
LUMO (alpha / beta) in hartree: 0.1129 / 0.1125
Maximum force in hartree/bohr: 0.1308
Frontier orbital gap (alpha / beta) in eV: 6.0 / 6.0
⟨S²⟩: 3.752

```
! RIJCOSX wB97M-V def2-TZVPD def2/J DEFGRID3
* xyz -2 4
Nd -1.04 -0.43 0.02
C 5.12 -0.95 2.29
C 3.63 -0.94 2.62
N 3.06 0.40 2.63
C 2.97 1.07 3.92
C 1.72 0.68 4.71
C 2.45 0.93 1.55
S 2.66 0.25 0.02
N 1.76 2.08 1.75
C 0.45 2.11 1.64
O -0.29 1.10 1.53
C -0.19 3.46 1.73
C -1.58 3.53 1.74
C -2.21 4.77 1.78
C -1.46 5.93 1.83
C -0.07 5.87 1.83
C 0.56 4.63 1.79
H 5.50 -1.97 2.28
H 5.68 -0.37 3.03
H 5.27 -0.51 1.31
H 3.46 -1.38 3.60
H 3.08 -1.54 1.89
H 2.95 2.15 3.73
H 3.87 0.82 4.48
H 0.83 0.96 4.14
H 1.71 1.20 5.67
H 1.69 -0.40 4.89
H -2.15 2.61 1.70
H -3.29 4.82 1.78
H -1.96 6.90 1.86
H 0.51 6.78 1.87
H 1.64 4.56 1.78
O -1.20 -6.02 3.41
C -1.62 -4.92 3.21
C -3.09 -4.51 3.12
O -4.02 -5.14 3.57
C -3.09 -3.21 2.44
C -1.75 -2.69 2.35
O -1.49 -1.59 1.85
C -0.81 -3.66 2.97
O 0.34 -3.47 3.28
O -4.10 -2.59 2.02
N 0.98 0.44 -2.82
C 1.19 0.78 -4.10
C 0.00 0.60 -4.76
C -0.89 0.14 -3.76
N -0.27 0.05 -2.60
H 1.62 0.48 -2.03
H 2.15 1.13 -4.44
H -0.21 0.77 -5.80
H -1.93 -0.13 -3.83
C -2.64 4.85 -2.02
N -2.36 3.54 -1.51
C -3.48 2.62 -1.41
C -1.10 3.14 -1.26
O -0.73 2.02 -0.95
H -3.46 5.30 -1.44
H -2.95 4.80 -3.07
H -1.76 5.49 -1.94
H -4.34 3.12 -0.96
H -3.23 1.77 -0.79
H -3.77 2.23 -2.39
H -0.37 3.96 -1.37
F -2.76 -0.49 -1.34
Te -3.91 -1.07 0.55
F -2.59 -2.57 -0.21
F -5.00 0.15 -0.65
F -5.54 -0.63 1.57
F -5.11 -2.28 -0.46
O -3.04 0.40 1.14
N 3.83 -6.50 -6.73
C 3.35 -5.91 -5.87
C 2.75 -5.18 -4.80
C 1.58 -5.64 -4.19
C 0.99 -4.91 -3.18
C 1.55 -3.70 -2.74
C 2.73 -3.25 -3.36
C 3.32 -3.97 -4.37
C 0.93 -2.93 -1.72
C 0.42 -2.19 -0.89
H 1.14 -6.57 -4.53
H 0.07 -5.26 -2.72
H 3.16 -2.32 -3.03
H 4.22 -3.62 -4.85
*
```

Here is C32H30N3O2PRe as an isolated structure in a non-equilibrium geometry from the Open Molecules 2025 dataset. Energies are from wB97M-V/def2-TZVPD.

Summary:
LUMO (alpha / beta) in hartree: -0.4759 / -0.5531
Maximum force in hartree/bohr: 0.1370
Frontier orbital gap (alpha / beta) in eV: 6.7 / 4.2
⟨S²⟩: 3.792

```
! RIJCOSX wB97M-V def2-TZVPD def2/J DEFGRID3
* xyz 4 4
N -2.83 -2.19 0.58
C -3.69 -1.41 0.66
C -4.82 -0.50 0.75
H -5.75 -1.07 0.87
H -4.88 0.12 -0.16
H -4.71 0.17 1.62
N 0.39 3.36 -3.15
C 0.57 4.32 -3.78
C 0.85 5.54 -4.51
H -0.06 5.88 -5.01
H 1.64 5.36 -5.25
H 1.20 6.33 -3.82
N 0.60 -3.80 -2.17
C 1.74 -3.86 -2.43
C 3.15 -3.96 -2.76
H 3.75 -3.41 -2.01
H 3.33 -3.52 -3.75
H 3.46 -5.01 -2.77
Re -0.86 0.94 -2.79
C 0.95 0.57 -2.01
O 2.01 0.43 -1.54
C -1.43 1.94 -1.15
O -1.70 2.54 -0.19
C -2.90 0.59 -3.31
C -2.30 -0.55 -2.73
C -1.13 -1.07 -3.31
C -0.57 -0.44 -4.43
C -1.09 0.77 -4.91
C -2.30 1.25 -4.38
H -3.80 1.01 -2.85
H -2.73 -1.04 -1.86
H -0.67 -1.95 -2.89
H 0.34 -0.85 -4.87
H -0.55 1.33 -5.67
H -2.73 2.16 -4.79
C -2.78 -0.74 4.76
C -2.88 0.40 3.94
C -1.95 0.60 2.92
C -0.90 -0.32 2.72
C -0.80 -1.44 3.55
C -1.75 -1.65 4.56
P 0.26 0.09 1.35
C 1.33 1.27 2.27
C 1.49 2.57 1.74
C 2.26 3.51 2.42
C 2.87 3.17 3.64
C 2.70 1.89 4.17
C 1.93 0.94 3.49
C 1.33 -1.40 1.27
C 2.73 -1.30 1.31
C 3.52 -2.45 1.30
C 2.92 -3.71 1.16
C 1.53 -3.80 1.01
C 0.74 -2.65 1.03
H -3.53 -0.90 5.54
H -3.68 1.12 4.10
H -2.03 1.47 2.27
H 0.01 -2.16 3.42
H -1.67 -2.54 5.19
H 1.00 2.83 0.80
H 2.39 4.51 2.01
H 3.47 3.91 4.17
H 3.17 1.62 5.12
H 1.80 -0.06 3.91
H 3.21 -0.32 1.37
H 4.60 -2.37 1.38
H 3.53 -4.61 1.15
H 1.06 -4.77 0.85
H -0.34 -2.72 0.85
*
```

Here is C32H30N3S4TeTi as an isolated structure in a non-equilibrium geometry from the Open Molecules 2025 dataset. Energies are from wB97M-V/def2-TZVPD.

Summary:
ΔE to the lowest compared entry with this formula, charge and spin in kcal per mole: 44.61
LUMO (alpha / beta) in hartree: 0.0761 / 0.0469
Maximum force in hartree/bohr: 0.1335
Frontier orbital gap (alpha / beta) in eV: 6.4 / 5.6
⟨S²⟩: 2.032

```
! RIJCOSX wB97M-V def2-TZVPD def2/J DEFGRID3
* xyz -1 3
Ti 0.19 0.30 1.09
S -1.86 0.80 2.49
C -1.09 1.83 3.76
C -1.72 1.97 4.98
C -1.29 2.89 5.86
C -0.10 3.62 5.65
C 0.62 3.43 4.49
C 0.12 2.50 3.60
S 0.98 2.36 2.08
C -0.14 3.37 1.04
C 0.13 3.02 -0.37
C 0.22 4.05 -1.30
C 0.46 3.71 -2.64
C 0.54 2.40 -3.00
C 0.24 1.45 -1.94
C 0.06 0.09 -2.41
S 2.49 0.07 -0.24
C 3.23 -1.12 0.81
C 4.44 -1.61 0.44
C 5.03 -2.59 1.21
C 4.42 -3.04 2.35
C 3.19 -2.61 2.76
C 2.69 -1.58 2.03
S 1.31 -0.81 2.87
N 0.08 1.79 -0.71
H -2.62 1.47 5.17
H -1.90 3.08 6.76
H 0.17 4.42 6.35
H 1.57 3.90 4.34
H -0.27 4.44 1.26
H -1.20 2.95 1.12
H -0.06 5.03 -0.99
H 0.60 4.41 -3.37
H 0.71 2.07 -4.00
H 0.16 -0.13 -3.47
H -0.42 -0.53 -1.64
H 4.95 -1.07 -0.35
H 6.09 -2.89 0.99
H 4.86 -3.78 3.03
H 2.65 -3.17 3.54
C -1.22 -1.06 0.22
C -1.84 -2.15 0.31
C -2.66 -3.33 0.52
C -3.82 -3.15 1.33
C -4.63 -4.28 1.58
C -4.26 -5.53 1.13
C -3.19 -5.67 0.27
C -2.39 -4.60 -0.05
H -4.07 -2.10 1.57
H -5.51 -4.14 2.15
H -4.95 -6.34 1.23
H -2.81 -6.63 -0.11
H -1.64 -4.64 -0.88
C -3.13 -0.08 -2.77
Te -3.59 0.71 -0.83
C -4.35 2.55 -1.43
H -4.02 0.11 -3.44
H -2.91 -1.19 -2.68
H -2.27 0.40 -3.20
H -3.54 3.12 -1.89
H -4.63 3.10 -0.55
H -5.16 2.46 -2.13
N 3.75 -0.35 -3.99
C 3.19 -0.49 -5.27
C 4.25 -0.42 -6.16
N 5.37 -0.36 -5.40
C 5.10 -0.35 -4.14
H 3.34 -0.33 -3.05
H 2.16 -0.67 -5.45
H 4.16 -0.63 -7.26
H 5.67 -0.48 -3.22
*
```

Here is C32H30N5O4P2Se2Ti as an isolated structure in a non-equilibrium geometry from the Open Molecules 2025 dataset. Energies are from wB97M-V/def2-TZVPD.

Summary:
ΔE to the lowest compared entry with this formula, charge and spin in kcal per mole: 0.00
LUMO (alpha / beta) in hartree: -0.0028 / -0.0226
Maximum force in hartree/bohr: 0.0255
Frontier orbital gap (alpha / beta) in eV: 7.3 / 7.2
⟨S²⟩: 0.769

```
! RIJCOSX wB97M-V def2-TZVPD def2/J DEFGRID3
* xyz 0 2
Ti 0.86 2.94 -0.66
C 1.37 7.24 -1.72
C 1.13 5.77 -1.64
N 0.87 5.14 -0.53
O 0.79 5.95 0.57
C 1.25 4.84 -2.75
C 2.00 5.02 -4.02
N 0.70 3.72 -2.39
O 1.10 2.46 -2.55
H 0.45 7.79 -1.53
H 1.73 7.52 -2.70
H 2.09 7.55 -0.96
H 0.76 5.31 1.30
H 2.67 5.87 -3.98
H 1.31 5.16 -4.86
H 2.58 4.12 -4.22
Se -2.14 -3.09 1.20
P -0.22 -2.99 0.36
C 1.01 -3.90 1.33
C 0.83 -5.28 1.42
C 1.69 -6.04 2.19
C 2.72 -5.43 2.89
C 2.90 -4.06 2.81
C 2.05 -3.29 2.03
C -0.12 -3.71 -1.30
C -1.27 -4.13 -1.95
C -1.20 -4.67 -3.23
C 0.03 -4.79 -3.85
C 1.19 -4.38 -3.20
C 1.12 -3.84 -1.93
C 0.46 -1.33 0.15
C -0.08 -0.05 0.16
N 0.91 0.78 -0.23
N 1.99 0.06 -0.47
N 1.74 -1.21 -0.26
P -1.66 0.66 0.58
Se -1.62 2.81 0.21
C -2.01 0.39 2.32
C -3.08 1.05 2.91
C -3.36 0.87 4.25
C -2.55 0.05 5.03
C -1.46 -0.58 4.46
C -1.19 -0.42 3.11
C -2.89 -0.11 -0.49
C -4.22 -0.18 -0.11
C -5.15 -0.76 -0.97
C -4.75 -1.25 -2.20
C -3.42 -1.16 -2.58
C -2.49 -0.59 -1.73
H 0.01 -5.75 0.89
H 1.54 -7.11 2.26
H 3.39 -6.03 3.50
H 3.70 -3.58 3.35
H 2.21 -2.22 1.96
H -2.23 -4.03 -1.44
H -2.10 -4.99 -3.73
H 0.09 -5.21 -4.85
H 2.15 -4.48 -3.69
H 2.02 -3.51 -1.43
H -3.68 1.74 2.33
H -4.20 1.39 4.70
H -2.77 -0.08 6.08
H -0.82 -1.22 5.05
H -0.34 -0.93 2.67
H -4.55 0.18 0.85
H -6.18 -0.83 -0.66
H -5.48 -1.70 -2.86
H -3.10 -1.54 -3.54
H -1.45 -0.53 -2.04
C 4.37 3.65 1.85
O 3.96 3.50 0.48
C 2.69 3.23 0.27
O 1.88 3.16 1.22
H 5.42 3.91 1.82
H 4.23 2.71 2.39
H 3.79 4.43 2.34
*
```